Entry 1:
ORCA calculation (wB97M-V/def2-TZVPD) on a structure of composition H24O12 in a non-equilibrium geometry.

Geometry as ORCA input:
```
! wB97M-V def2-TZVPD RIJCOSX def2/J DEFGRID3
* xyz 0 1
O -0.98 -1.22 2.07
O 1.75 -1.96 -0.53
O -0.86 1.74 0.87
O -0.16 -0.31 0.29
O 1.20 -0.76 1.86
O 1.97 0.04 -0.17
O 0.19 -1.21 -2.27
O -1.83 0.45 -0.78
O -2.55 -0.82 0.51
O 1.37 1.42 1.38
O 1.05 1.65 -0.80
O -0.80 0.24 -2.62
H 0.60 -0.05 -0.22
H -2.71 -1.65 0.96
H 0.63 1.60 0.81
H -0.80 -0.97 1.16
H -2.43 1.16 -1.03
H -0.41 -1.95 -2.37
H 1.56 2.22 -0.23
H -2.20 -0.24 1.18
H -1.27 -0.07 -1.85
H -0.82 1.19 -2.55
H 0.20 2.09 -0.89
H -1.55 2.35 1.13
H 2.58 -0.16 -0.88
H 2.54 -2.24 -0.99
H -2.35 -0.10 -0.19
H 1.55 0.86 -0.45
H -0.14 -1.56 2.39
H 1.08 1.69 2.25
H 0.74 -0.49 1.07
H 2.08 -0.98 1.57
H -1.19 0.88 1.13
H 0.82 -1.50 -1.61
H -0.91 -0.06 -0.25
H 2.04 -1.25 0.03
*
```

Energy above the lowest of the compared OMol25 structures with the same formula, charge and spin in kJ/mol: 2271.2
Highest occupied orbital energy in hartree: -0.2695
Frontier orbital gap in eV: 7.06

=====

Entry 2:
ORCA calculation (wB97M-V/def2-TZVPD) on a structure of composition C15H20FN5O in a non-equilibrium geometry.

Geometry as ORCA input:
```
! wB97M-V def2-TZVPD RIJCOSX def2/J DEFGRID3
* xyz 0 1
F -6.33 3.11 0.30
O 1.60 -1.11 1.78
N -2.11 -1.62 -0.06
N -0.31 -0.98 -1.22
N 5.56 0.95 -0.25
N 2.35 -0.98 -0.37
N -1.47 -1.24 -1.29
C 3.72 -0.57 -0.12
C -3.95 0.74 -0.79
C 0.04 -1.19 0.06
C -3.92 -2.61 -1.06
C 6.16 0.83 1.04
C -5.20 -0.28 0.98
C -1.19 -1.67 1.01
C -5.65 1.78 0.20
C -4.72 1.66 -0.77
C 4.02 0.89 -0.08
C 1.37 -0.87 0.73
C -3.44 -1.95 -0.12
C -4.21 -0.35 0.06
C 5.73 2.52 -0.67
C -5.85 0.97 1.19
H 4.38 -1.01 -0.68
H 6.86 2.56 -0.76
H -3.72 -2.13 -2.10
H -6.74 1.23 2.03
H 2.00 -0.57 -1.16
H -3.22 0.39 -1.77
H -5.28 -1.10 2.00
H 5.79 1.56 1.66
H -4.89 -2.79 -1.04
H -3.74 -2.25 1.21
H -4.51 2.53 -1.23
H -1.26 -1.82 1.94
H 7.23 1.09 0.94
H 3.81 -0.89 1.16
H 3.72 1.55 0.58
H -3.30 -3.48 -1.19
H 5.49 3.41 -0.42
H 6.14 -0.03 1.22
H 5.38 2.66 -1.76
H 3.66 1.06 -1.16
*
```

Energy above the lowest of the compared OMol25 structures with the same formula, charge and spin in kJ/mol: 187.4
Highest occupied orbital energy in hartree: -0.3296
Frontier orbital gap in eV: 9.21

=====

Entry 3:
ORCA calculation (wB97M-V/def2-TZVPD) on a cluster of 2 separate species, C2H2NO5 in total in a non-equilibrium geometry.

Geometry as ORCA input:
```
! wB97M-V def2-TZVPD RIJCOSX def2/J DEFGRID3
* xyz -1 1
O -3.36 -0.79 0.41
O 2.91 0.64 0.10
O -2.95 1.30 -0.43
O 1.93 -1.31 -0.62
O -0.44 -0.47 0.13
N 0.71 0.37 0.34
C -3.10 0.25 0.00
C 1.80 -0.20 -0.09
H 2.53 1.44 0.48
H -0.04 -1.24 -0.32
*
```

Energy above the lowest of the compared OMol25 structures with the same formula, charge and spin in kJ/mol: 15.1
Highest occupied orbital energy in hartree: -0.1149
Frontier orbital gap in eV: 6.45

=====

Entry 4:
ORCA calculation (wB97M-V/def2-TZVPD) on a structure of composition C38H41AsF6N5O16 in a non-equilibrium geometry.

Geometry as ORCA input:
```
! wB97M-V def2-TZVPD RIJCOSX def2/J DEFGRID3
* xyz -1 1
As 0.89 0.20 -1.25
F 0.96 -1.62 -1.19
F 2.13 0.21 -2.57
F -0.46 0.07 -2.42
F 2.23 0.42 -0.10
F -0.25 0.05 0.15
F 0.69 1.99 -1.23
O 6.14 5.79 5.70
O 7.85 4.67 6.58
O -8.67 -2.29 -5.56
O 5.52 -6.50 -9.71
O -7.23 7.53 1.07
O 1.11 7.03 4.33
O 6.78 3.77 4.89
O 0.20 7.40 2.28
O 4.62 0.71 7.64
O -10.07 -3.75 -4.67
O -0.58 5.86 3.58
O -5.14 8.12 0.94
O 6.92 -6.37 -8.03
O -6.49 -7.73 -1.92
O 2.73 0.07 6.91
O -6.67 -9.00 -3.67
N 5.78 -6.17 -8.54
N -6.13 -8.14 -2.98
N -9.03 -3.02 -4.65
N -6.07 7.38 0.66
N 3.98 0.04 6.91
C -2.69 -6.14 -4.73
C -6.89 -2.57 -0.92
C 4.35 -3.67 -6.07
C -0.62 7.01 1.16
C 8.62 3.48 6.95
C -1.65 3.87 4.50
C 3.32 -3.13 -6.76
C 4.91 -2.38 4.12
C -7.14 -2.02 -3.23
C -6.41 6.09 -1.47
C -4.33 -7.85 -4.80
C -3.26 -7.17 -5.43
C -4.55 4.12 -0.64
C -8.28 -2.89 -3.40
C 0.33 6.73 3.43
C 4.23 -1.40 4.83
C 10.03 3.73 7.50
C -5.23 3.99 -1.83
C -4.91 5.19 0.19
C -4.17 -6.47 -2.81
C 6.21 -2.72 4.44
C 5.82 3.66 3.85
C -6.52 -1.86 -2.02
C 6.14 -1.26 6.33
C 5.18 -4.65 -6.59
C 4.95 -5.15 -7.89
C 2.98 -3.72 -8.00
C -3.14 -5.78 -3.46
C -8.69 -3.67 -2.28
C 6.79 4.78 5.76
C -5.86 6.19 -0.18
C 6.86 -2.06 5.48
C 4.73 -0.93 6.04
C -4.88 -7.46 -3.56
C 3.82 -4.75 -8.53
C -7.98 -3.51 -1.06
C -6.08 4.99 -2.28
C -0.63 4.97 4.66
H 7.93 -2.20 5.59
H -5.78 -1.07 -1.99
H 6.02 -4.90 -5.96
H -1.01 5.99 1.23
H -1.47 3.43 3.52
H -4.81 -8.61 -5.40
H -1.87 -5.64 -5.23
H -4.40 5.31 1.13
H 5.33 4.59 3.56
H -4.52 -6.13 -1.85
H 2.14 -3.35 -8.58
H -6.59 4.99 -3.23
H 0.00 7.06 0.26
H 4.44 -2.86 3.27
H -1.63 3.12 5.29
H -2.67 -4.94 -2.97
H 10.61 2.82 7.61
H -0.85 5.56 5.55
H -5.08 3.16 -2.50
H 6.65 -0.83 7.18
H 9.81 4.22 8.45
H -2.91 -7.48 -6.40
H -6.52 -2.35 0.07
H 4.52 -3.19 -5.12
H 10.57 4.48 6.93
H 8.06 2.98 7.75
H 2.72 -2.36 -6.30
H 3.21 -1.19 4.57
H -2.65 4.29 4.39
H -7.10 6.79 -1.91
H 3.55 -5.10 -9.51
H 6.76 -3.45 3.87
H -9.42 -4.45 -2.42
H 0.24 4.42 5.01
H 8.70 2.82 6.08
H -8.34 -4.02 -0.18
H -3.89 3.32 -0.35
H -1.42 7.73 0.98
H -6.72 -1.38 -4.00
H 5.05 2.96 4.16
H 6.24 3.18 2.96
*
```

Highest occupied orbital energy in hartree: -0.3176
Frontier orbital gap in eV: 8.99

=====

Entry 5:
ORCA calculation (wB97M-V/def2-TZVPD) on a structure of composition C40H37Br2LaN10O3S2 in a non-equilibrium geometry.

Geometry as ORCA input:
```
! wB97M-V def2-TZVPD RIJCOSX def2/J DEFGRID3
* xyz 2 1
La 0.17 -0.04 0.28
Br -7.01 -0.22 1.93
Br -3.35 -2.54 -1.76
S 2.23 -0.88 2.05
S 1.63 -1.87 -1.50
O 4.29 5.26 -3.17
O 2.69 6.14 -4.30
O -1.35 -1.42 0.17
N 1.17 -4.49 -1.79
N 0.76 2.50 1.35
N 1.99 1.21 -1.05
N 3.39 -3.82 -1.54
N 2.22 7.04 3.80
N 2.25 -1.61 4.61
N -1.69 0.20 2.29
N 0.35 -2.09 3.40
N 3.15 5.32 -3.55
N -0.66 1.80 -1.35
C -1.84 0.86 3.43
C 3.96 2.66 -2.38
C 1.52 4.89 2.59
C -4.24 0.65 3.36
C -0.23 -4.21 -1.98
C -4.12 -0.07 2.15
C 4.28 -1.84 5.87
C 1.91 6.09 3.25
C 4.07 -4.71 -2.45
C -4.99 -1.28 0.24
C -2.40 3.10 -2.36
C 4.27 1.51 -1.70
C -1.49 4.01 -2.85
C 2.43 3.85 2.42
C -3.69 -1.54 -0.18
C 4.08 0.03 4.36
C 3.55 -1.12 4.92
C 4.28 -2.91 -0.86
C 6.09 -0.28 5.64
C 1.66 2.32 -1.75
C -0.10 3.51 1.50
C 0.23 4.71 2.10
C -5.21 -0.57 1.40
C 5.36 0.44 4.72
C 3.25 0.84 -1.01
C -2.56 -1.10 0.52
C -0.62 1.36 4.14
C -3.11 1.09 3.99
C 5.55 -1.42 6.22
C -0.13 3.78 -2.61
C 2.01 2.69 1.79
C -1.94 2.03 -1.59
C -2.80 -0.30 1.68
C 2.20 4.34 -3.01
C 0.25 2.64 -1.89
C 2.07 -3.53 -1.60
C 1.59 -1.56 3.46
C 2.63 3.12 -2.39
C 1.47 -5.91 -1.68
C 0.88 4.66 -3.10
H -2.65 1.32 -1.17
H -0.51 5.50 2.20
H -1.80 4.87 -3.42
H -0.06 -2.59 4.17
H 4.82 -4.13 -3.00
H 0.27 1.24 3.52
H 1.86 -2.19 5.35
H -5.22 0.83 3.77
H 0.63 -6.40 -1.19
H 3.51 0.61 3.66
H 1.61 -6.37 -2.65
H -3.46 3.21 -2.54
H 3.86 -2.72 6.32
H 3.48 -0.05 -0.43
H 4.59 -5.50 -1.90
H -3.18 1.61 4.93
H 5.27 1.13 -1.68
H -0.39 -3.14 -2.14
H 3.40 -5.15 -3.18
H 0.59 5.59 -3.57
H 2.36 -6.06 -1.07
H 4.73 3.21 -2.90
H -1.10 3.35 1.14
H 3.76 -2.43 -0.03
H 5.11 -3.49 -0.46
H -0.80 -4.51 -1.10
H 2.71 1.88 1.64
H -0.10 -2.16 2.50
H 6.12 -1.98 6.94
H -0.48 0.80 5.06
H -0.74 2.41 4.42
H 5.77 1.32 4.27
H 7.08 0.04 5.92
H -5.82 -1.64 -0.34
H -0.62 -4.75 -2.85
H 4.68 -2.15 -1.53
H 3.44 3.94 2.80
*
```

Energy above the lowest of the compared OMol25 structures with the same formula, charge and spin in kJ/mol: 93.2
Highest occupied orbital energy in hartree: -0.4621
Frontier orbital gap in eV: 6.90

=====

Entry 6:
ORCA calculation (wB97M-V/def2-TZVPD) on a structure of composition C23H44NP3PdSe in a non-equilibrium geometry.

Geometry as ORCA input:
```
! wB97M-V def2-TZVPD RIJCOSX def2/J DEFGRID3
* xyz 4 5
Pd 0.02 0.33 0.80
Se 0.02 3.23 -3.29
P 0.45 2.32 2.16
P -2.20 0.70 0.37
P 2.18 0.04 0.16
N -0.23 -1.27 2.71
C 1.93 2.57 3.21
C -0.66 -3.65 -6.55
C -3.30 0.36 1.78
C 0.51 3.84 1.14
C 3.28 -0.50 1.49
C 2.99 1.57 -0.42
C 0.82 1.76 -5.87
C 2.33 -1.25 -1.11
C 0.97 0.57 -6.59
C 0.41 1.70 -4.51
C -2.60 2.40 -0.14
C -1.10 -3.67 6.18
C 0.08 0.46 -3.94
C -0.82 -2.84 4.95
C 0.44 -1.09 3.87
C 0.67 -0.66 -6.00
C -0.85 2.72 3.37
C -1.12 -2.28 2.62
C 0.17 -0.71 -4.69
C -1.49 -3.04 3.74
C -2.76 -0.38 -0.96
C 0.16 -1.86 5.01
C -0.67 -4.19 -5.33
H -1.00 1.88 4.05
H -1.57 -2.51 1.65
H -1.80 2.91 2.87
H 0.78 -1.60 -6.55
H 4.27 -0.67 1.06
H 1.87 -0.90 -2.05
H 4.01 1.33 -0.74
H -2.03 -4.22 6.04
H -1.21 -3.05 7.08
H 0.15 -3.77 -7.26
H 0.69 -1.72 5.95
H 1.22 2.84 -2.48
H -0.14 -1.66 -4.25
H -2.44 -1.41 -0.77
H 1.99 1.82 4.00
H -2.32 -0.04 -1.91
H -0.60 3.61 3.97
H -2.98 0.89 2.68
H -0.30 0.45 -2.91
H 2.85 2.50 2.63
H 0.19 -4.80 -5.04
H 2.92 -1.45 1.92
H 1.80 -2.15 -0.76
H 3.40 -1.46 -1.25
H 2.43 1.98 -1.26
H -3.30 -0.72 2.00
H 1.35 3.81 0.45
H 0.61 4.73 1.77
H -3.66 2.43 -0.44
H 0.97 2.74 -6.37
H 1.92 3.57 3.67
H 1.23 -0.33 3.91
H 3.03 2.32 0.38
H -0.39 3.95 0.53
H -0.32 -4.43 6.38
H -1.54 -4.17 -4.70
H -2.47 3.11 0.69
H 1.33 0.61 -7.63
H 3.35 0.24 2.29
H -4.31 0.68 1.50
H -1.51 -3.09 -6.94
H -2.28 -3.80 3.70
H -1.97 2.71 -0.99
H -3.85 -0.32 -1.02
*
```

Energy above the lowest of the compared OMol25 structures with the same formula, charge and spin in kJ/mol: 292.1
Highest occupied orbital energy (alpha / beta) in hartree: -0.6874 / -0.6759
Frontier orbital gap (alpha / beta) in eV: 8.18 / 2.80

=====

Entry 7:
ORCA calculation (wB97M-V/def2-TZVPD) on an isolated molecule of C2H6 in a non-equilibrium geometry.

Geometry as ORCA input:
```
! wB97M-V def2-TZVPD RIJCOSX def2/J DEFGRID3
* xyz 0 1
C 0.23 0.67 -0.21
C -0.23 -0.68 0.25
H 0.28 -0.77 1.14
H -0.06 1.00 -1.24
H -0.02 -1.43 -0.38
H 1.40 0.47 -0.20
H -0.27 1.48 0.54
H -1.33 -0.73 0.10
*
```

Energy above the lowest of the compared OMol25 structures with the same formula, charge and spin in kJ/mol: 113.6
Highest occupied orbital energy in hartree: -0.4146
Frontier orbital gap in eV: 12.52
SMILES: CC

=====

Entry 8:
ORCA calculation (wB97M-V/def2-TZVPD) on a structure of composition C18H56B2CoN2O10 in a non-equilibrium geometry.

Geometry as ORCA input:
```
! wB97M-V def2-TZVPD RIJCOSX def2/J DEFGRID3
* xyz 0 4
Co 3.09 3.88 20.43
O 9.28 3.06 22.28
O 2.01 7.18 20.50
O 5.97 4.38 18.46
O -1.35 -1.43 26.49
O 10.60 -2.36 17.43
O 0.16 5.29 19.33
O 7.15 -3.78 17.61
O 3.35 -3.71 25.57
O 1.14 -5.67 13.31
O 1.23 -3.21 15.04
N 0.57 -1.54 24.67
N 7.22 4.10 20.91
C -0.21 6.59 19.77
C -2.36 -1.33 27.39
C 7.63 4.60 22.24
C 7.80 4.94 19.86
C 10.70 2.76 22.11
C 1.24 -2.64 25.32
C 8.15 -2.77 17.52
C 1.46 -3.26 13.64
C 4.75 -3.66 25.62
C 9.54 -3.12 16.90
C 5.43 4.46 17.14
C 2.69 -2.52 25.26
C 7.38 4.32 18.54
C 9.10 4.40 22.52
C -0.83 -1.97 24.30
C 0.93 7.71 19.69
C -1.67 -2.32 25.47
C 0.70 -4.41 12.90
B 3.10 0.37 19.69
B 2.09 3.78 23.83
H 7.64 3.27 18.42
H 1.51 3.37 23.02
H 5.94 3.72 16.52
H 2.85 4.45 23.45
H 5.19 -2.99 26.35
H 5.48 5.43 16.64
H 7.05 4.19 23.07
H -2.74 -2.23 25.24
H 3.31 -0.56 19.17
H 10.71 1.74 21.73
H 8.88 4.95 19.82
H 0.61 8.62 20.19
H 7.87 -1.89 16.93
H 1.07 -1.54 23.79
H 8.42 -2.36 18.49
H 7.78 3.26 20.99
H 5.20 -4.65 25.73
H 9.77 -4.19 16.93
H -1.06 7.05 19.27
H 1.46 4.36 24.48
H 11.20 3.50 21.48
H -3.32 -1.42 26.88
H -2.30 -2.11 28.15
H 5.22 -3.33 24.69
H 2.55 -3.34 13.63
H 9.46 4.81 23.47
H -0.62 6.65 20.78
H 4.39 4.12 17.14
H 7.51 5.68 22.20
H 7.87 4.86 17.73
H 0.85 -4.13 11.86
H 7.40 5.95 19.97
H 3.00 -2.08 24.31
H 3.18 0.19 20.75
H -1.53 -3.37 25.74
H 1.18 -5.77 14.26
H -1.24 -1.11 23.76
H 2.49 2.94 24.37
H 3.02 -1.86 26.06
H 2.44 7.97 20.85
H 1.31 -2.31 13.13
H 2.14 0.77 19.40
H -2.45 -0.48 28.07
H 11.22 -2.38 16.69
H 9.56 -3.11 15.81
H 1.23 -2.32 15.39
H -0.67 4.81 19.20
H 0.93 -2.67 26.36
H 6.50 -3.27 18.09
H 9.61 4.96 21.74
H -0.33 -4.23 13.21
H -0.87 -2.69 23.48
H 3.88 1.02 19.33
H 1.39 7.79 18.71
H 0.83 -3.60 25.00
H 11.27 2.89 23.03
*
```

Highest occupied orbital energy (alpha / beta) in hartree: -0.2940 / -0.2937
Frontier orbital gap (alpha / beta) in eV: 6.51 / 2.81

=====

Entry 9:
ORCA calculation (wB97M-V/def2-TZVPD) on an isolated molecule of C11H20N2O3 in a non-equilibrium geometry.

Geometry as ORCA input:
```
! wB97M-V def2-TZVPD RIJCOSX def2/J DEFGRID3
* xyz 0 1
O 0.72 -2.64 -0.52
O 2.98 0.67 1.79
O 2.76 -1.38 1.15
N 0.03 -0.41 0.03
N -2.33 -0.94 0.93
C -2.54 -3.22 -0.24
C -3.41 -0.87 -0.18
C -1.46 -2.14 0.68
C 1.34 0.32 -0.02
C -0.12 -1.84 -0.11
C 3.53 2.74 -0.79
C 1.12 1.86 -0.20
C 0.66 2.60 1.16
C 2.03 2.63 -1.14
C -3.69 -2.31 -0.68
C 2.42 -0.10 1.09
H 1.97 2.06 -2.08
H 0.17 1.80 1.77
H -0.50 0.16 0.58
H -4.38 -0.33 -0.18
H 2.26 -1.75 0.45
H 0.29 1.63 -1.06
H -0.27 3.42 0.76
H 1.71 -0.07 -1.02
H -2.87 -4.13 0.33
H -4.57 -2.62 -0.11
H -3.79 -2.47 -1.92
H 4.18 2.98 -1.78
H 3.83 1.74 -0.40
H 1.60 2.90 1.65
H -1.24 -2.76 1.60
H -1.82 -3.50 -1.10
H 1.55 3.55 -1.33
H -2.83 -1.09 1.86
H 3.57 3.78 -0.03
H -2.92 -0.27 -0.95
*
```

Energy above the lowest of the compared OMol25 structures with the same formula, charge and spin in kJ/mol: 526.3
Highest occupied orbital energy in hartree: -0.3538
Frontier orbital gap in eV: 10.17
SMILES: CC[C@H](C)[C@H](NC(=O)[C@@H]1CCCN1)C(=O)O